Molecular formula: C22H27N3O4S
Method: DFT, ωB97M-V/def2-TZVPD

E_tot ... -46747.5705 eV
Energy relative to the best compared isomer or geometry (same formula, charge and spin) ... 201.9 kJ/mol
Strongest force on any atom ... 0.0183 hartree/bohr
E_LUMO ... 0.41 eV
Highest occupied orbital energy ... -8.12 eV

Last column: natural (NBO) charge in e.
Geometry (Å):
O -1.943 -3.949 0.700  -0.61
C -1.671 -2.869 0.214  0.67
N -2.586 -2.087 -0.398  -0.43
C -2.357 -0.763 -0.918  -0.22
H -1.293 -0.526 -0.893  0.23
C -3.151 0.270 -0.103  -0.22
N -4.548 -0.097 -0.127  -0.47
C -5.530 0.879 0.040  0.26
C -6.852 0.586 -0.306  -0.27
C -7.841 1.542 -0.201  -0.19
C -7.541 2.820 0.240  -0.25
C -6.235 3.125 0.577  -0.19
C -5.239 2.170 0.484  -0.30
H -4.235 2.435 0.778  0.21
H -5.985 4.116 0.928  0.21
H -8.316 3.568 0.319  0.21
H -8.855 1.289 -0.476  0.21
H -7.103 -0.396 -0.678  0.21
C -4.760 -1.416 0.435  -0.22
H -5.821 -1.657 0.433  0.22
C -3.986 -2.451 -0.382  -0.23
H -4.072 -3.443 0.063  0.25
H -4.362 -2.471 -1.410  0.20
H -4.401 -1.451 1.478  0.18
H -3.026 1.248 -0.568  0.22
H -2.749 0.304 0.924  0.17
H -2.707 -0.733 -1.956  0.20
C -0.266 -2.332 0.245  -0.11
C 0.136 -1.500 1.286  -0.16
C 1.447 -1.062 1.354  -0.19
C 2.344 -1.465 0.385  -0.32
C 1.966 -2.304 -0.644  -0.18
C 0.655 -2.743 -0.713  -0.19
H 0.341 -3.408 -1.503  0.23
H 2.706 -2.610 -1.365  0.24
S 4.026 -0.864 0.428  2.31
O 4.904 -1.872 -0.090  -0.94
O 4.288 -0.317 1.732  -0.95
N 3.898 0.367 -0.702  -0.87
H 3.717 1.251 -0.243  0.41
C 4.953 0.528 -1.678  -0.25
H 5.317 -0.468 -1.934  0.23
H 4.514 0.997 -2.564  0.20
C 6.113 1.396 -1.147  0.08
H 6.649 1.824 -2.006  0.18
C 7.077 0.634 -0.226  -0.44
H 7.945 0.266 -0.768  0.22
H 6.562 -0.211 0.231  0.22
C 7.424 1.674 0.836  -0.43
H 7.721 1.231 1.782  0.22
C 6.101 2.425 0.940  -0.08
H 6.200 3.453 1.295  0.19
O 5.589 2.481 -0.387  -0.55
H 5.408 1.876 1.591  0.18
H 8.212 2.339 0.480  0.20
H 1.793 -0.424 2.152  0.24
H -0.576 -1.206 2.042  0.22

Molecular formula: C22H27N3O5S
Method: DFT, ωB97M-V/def2-TZVPD

E_tot ... -48796.8131 eV
Energy relative to the best compared isomer or geometry (same formula, charge and spin) ... 44.1 kJ/mol
Strongest force on any atom ... 0.0163 hartree/bohr
E_LUMO ... 0.27 eV
Highest occupied orbital energy ... -8.59 eV

Last column: natural (NBO) charge in e.
Geometry (Å):
C 3.423 0.478 -1.715  -0.25
H 2.364 0.764 -1.730  0.16
O 4.052 0.924 -0.537  -0.53
C 3.413 0.536 0.650  -0.09
C 3.556 -0.955 0.992  -0.11
H 3.331 -1.094 2.054  0.20
H 4.568 -1.295 0.768  0.21
O 2.700 -1.793 0.221  -0.49
C 1.405 -1.781 0.531  0.80
O 0.957 -1.099 1.446  -0.67
C 0.567 -2.605 -0.328  -0.30
C -0.814 -2.501 -0.227  0.09
N -1.483 -1.710 0.659  -0.64
C -2.814 -1.446 0.520  0.67
O -3.483 -2.034 -0.305  -0.59
C -3.359 -0.399 1.484  -0.31
N -2.510 0.712 1.827  -0.62
H -1.646 0.427 2.274  0.36
C -2.253 1.709 0.799  -0.06
C -1.743 2.965 1.478  -0.05
C -2.333 3.349 2.678  -0.18
C -1.927 4.490 3.341  -0.22
C -0.918 5.272 2.803  -0.21
C -0.334 4.903 1.608  -0.20
C -0.736 3.755 0.931  -0.01
C -0.061 3.397 -0.364  -0.41
C -0.903 2.432 -1.188  -0.40
C -1.305 1.248 -0.318  -0.41
H -1.795 0.484 -0.927  0.21
H -0.407 0.810 0.129  0.20
H -1.801 2.939 -1.547  0.20
H -0.340 2.089 -2.058  0.21
H 0.907 2.937 -0.139  0.21
H 0.142 4.307 -0.935  0.22
H 0.450 5.512 1.181  0.21
H -0.592 6.168 3.311  0.21
H -2.397 4.772 4.272  0.21
H -3.117 2.729 3.086  0.23
H -3.228 1.945 0.349  0.20
H -3.618 -0.926 2.410  0.23
H -4.287 -0.012 1.054  0.23
H -0.871 -1.216 1.316  0.46
S -1.650 -3.436 -1.385  0.50
C -0.126 -4.045 -2.013  -0.36
C 0.958 -3.512 -1.363  0.09
C 2.375 -3.840 -1.675  -0.65
H 2.415 -4.652 -2.394  0.27
H 2.905 -4.118 -0.767  0.22
H 2.873 -2.968 -2.097  0.22
C -0.124 -5.018 -3.118  0.65
O 0.886 -5.500 -3.598  -0.62
N -1.351 -5.360 -3.583  -0.82
H -2.205 -4.982 -3.214  0.39
H -1.397 -6.025 -4.337  0.41
H 3.895 1.115 1.441  0.20
H 2.345 0.797 0.620  0.18
H 3.497 -0.608 -1.830  0.17
H 3.941 0.964 -2.540  0.20

Molecular formula: C22H27N7OS
Method: DFT, ωB97M-V/def2-TZVPD

E_tot ... -46565.1511 eV
Energy relative to the best compared isomer or geometry (same formula, charge and spin) ... 15.5 kJ/mol
Strongest force on any atom ... 0.0343 hartree/bohr
E_LUMO ... 0.53 eV
Highest occupied orbital energy ... -7.15 eV

Last column: natural (NBO) charge in e.
Geometry (Å):
C 2.232 -1.594 -4.392  -0.61
H 2.552 -0.568 -4.226  0.22
H 2.947 -2.065 -5.061  0.20
H 1.256 -1.573 -4.871  0.21
C 2.169 -2.324 -3.056  -0.44
C 1.672 -3.742 -3.121  -0.01
C 1.427 -4.406 -4.316  -0.20
C 0.957 -5.708 -4.337  -0.19
C 0.719 -6.387 -3.156  -0.21
C 0.958 -5.755 -1.950  -0.22
C 1.427 -4.449 -1.939  0.18
N 1.659 -3.837 -0.692  -0.24
C 0.843 -3.766 0.396  0.17
N 1.494 -3.113 1.344  -0.38
N 2.677 -2.801 0.834  -0.04
N 2.797 -3.211 -0.352  -0.05
S -0.758 -4.400 0.467  0.32
C -1.241 -3.887 2.153  -0.60
H -0.400 -4.093 2.813  0.25
H -2.091 -4.524 2.396  0.26
C -1.687 -2.422 2.204  0.66
O -2.862 -2.127 2.154  -0.61
N -0.647 -1.573 2.310  -0.62
C -0.663 -0.171 2.350  0.10
C -1.825 0.584 2.425  -0.23
C -1.761 1.964 2.453  -0.22
C -0.540 2.645 2.414  0.15
C 0.623 1.864 2.357  -0.25
C 0.564 0.489 2.321  -0.21
H 1.478 -0.086 2.275  0.21
H 1.593 2.336 2.363  0.21
N -0.439 4.026 2.511  -0.43
C -1.614 4.842 2.722  -0.22
C -2.286 5.224 1.401  -0.24
N -1.330 5.945 0.578  -0.44
C -1.925 6.416 -0.653  -0.40
H -2.287 5.596 -1.294  0.16
H -1.184 6.989 -1.209  0.20
H -2.764 7.067 -0.415  0.20
C -0.161 5.119 0.335  -0.24
C 0.495 4.743 1.669  -0.21
H 1.383 4.145 1.477  0.21
H 0.790 5.658 2.191  0.20
H 0.545 5.689 -0.273  0.20
H -0.423 4.192 -0.210  0.17
H -3.139 5.879 1.595  0.20
H -2.652 4.315 0.890  0.17
H -2.311 4.334 3.387  0.21
H -1.280 5.762 3.214  0.20
H -2.692 2.505 2.499  0.20
H -2.782 0.091 2.450  0.25
H 0.290 -1.980 2.278  0.44
H 0.789 -6.271 -1.018  0.23
H 0.354 -7.402 -3.168  0.22
H 0.776 -6.193 -5.284  0.22
H 1.600 -3.899 -5.251  0.22
H 3.163 -2.329 -2.602  0.24
H 1.517 -1.761 -2.379  0.22

Molecular formula: C22H27NO3P2Sm
Method: DFT, ωB97M-V/def2-TZVPD

E_tot ... -67362.5499 eV
Energy relative to the best compared isomer or geometry (same formula, charge and spin) ... 0.0 kJ/mol
Multiplicity ... 6
Strongest force on any atom ... 0.0967 hartree/bohr
E_LUMO (spin up / spin down) ... -4.50 / -4.35 eV
Highest occupied orbital energy (spin up / spin down) ... -9.92 / -9.91 eV
Net charge ... +1

Last column: Löwdin charge in e.
Geometry (Å):
C -2.087 2.938 -2.488  -0.05
C -1.768 1.708 -1.925  -0.24
C -0.385 1.349 -1.867  -0.27
C 0.624 2.290 -2.154  -0.17
C 0.271 3.486 -2.782  -0.02
C -1.081 3.799 -2.949  -0.07
C 1.986 1.948 -1.600  -0.08
C 2.307 0.497 -1.862  -0.16
C 1.253 -0.397 -1.603  -0.26
C 1.495 -1.785 -1.389  -0.23
C 2.787 -2.260 -1.595  -0.04
C 3.807 -1.390 -2.002  -0.06
C 3.579 -0.019 -2.136  -0.01
H -3.135 3.241 -2.540  0.12
H 1.055 4.173 -3.121  0.12
H -1.364 4.745 -3.403  0.11
H 2.763 2.610 -2.005  0.14
H 2.996 -3.314 -1.406  0.12
H 4.805 -1.791 -2.169  0.11
H 4.387 0.663 -2.413  0.12
N -0.016 0.111 -1.335  -0.10
Sm 0.131 0.762 1.037  1.43
C -2.805 0.821 -1.279  -0.28
H -2.677 -0.229 -1.584  0.09
H -3.817 1.168 -1.523  0.10
C 0.388 -2.635 -0.829  -0.27
H -0.521 -2.541 -1.445  0.10
H 0.704 -3.683 -0.754  0.10
P -2.727 0.798 0.594  0.78
P -0.126 -2.111 0.889  0.82
C 1.096 -3.023 1.891  -0.24
H 0.810 -2.969 2.950  0.05
H 1.114 -4.075 1.568  0.06
H 2.099 -2.587 1.782  0.05
C -1.582 -3.181 1.076  -0.25
H -1.262 -4.233 1.044  0.07
H -2.079 -2.975 2.031  0.04
H -2.292 -2.997 0.260  0.05
C -3.435 2.431 0.998  -0.25
H -4.438 2.524 0.557  0.06
H -3.506 2.525 2.091  0.05
H -2.786 3.233 0.620  0.05
C -4.104 -0.303 1.004  -0.25
H -4.103 -0.501 2.084  0.04
H -5.051 0.181 0.726  0.06
H -4.008 -1.257 0.471  0.05
C -1.274 -0.325 2.824  -0.20
O -1.841 -0.777 3.733  0.11
H 1.943 2.078 -0.440  0.11
C 3.086 0.069 3.830  0.00
C 3.252 0.333 2.365  -0.62
O 4.306 0.191 1.771  0.10
O 2.095 0.730 1.805  -0.34
H 4.063 -0.026 4.298  0.09
H 2.543 -0.874 3.970  0.08
H 2.521 0.860 4.331  0.09

Molecular formula: C22H27NO6S
Method: DFT, ωB97M-V/def2-TZVPD

E_tot ... -47863.3340 eV
Energy relative to the best compared isomer or geometry (same formula, charge and spin) ... 0.0 kJ/mol
Strongest force on any atom ... 0.0164 hartree/bohr
E_LUMO ... -0.13 eV
Highest occupied orbital energy ... -7.97 eV

Last column: natural (NBO) charge in e.
Geometry (Å):
C -3.991 -2.839 -0.943  -0.64
C -3.917 -1.318 -0.879  -0.06
H -3.439 -0.921 -1.780  0.19
H -4.921 -0.892 -0.793  0.18
O -3.254 -0.857 0.287  -0.52
C -1.956 -1.242 0.522  0.22
C -1.650 -1.534 1.845  -0.24
C -0.370 -1.877 2.230  -0.23
C 0.646 -1.945 1.287  -0.02
C 0.353 -1.638 -0.033  -0.29
C -0.928 -1.277 -0.436  0.30
O -1.243 -0.909 -1.720  -0.54
C -0.417 -1.338 -2.795  -0.08
C -0.455 -2.848 -2.999  -0.64
H -1.475 -3.179 -3.185  0.21
H 0.163 -3.113 -3.852  0.22
H -0.077 -3.364 -2.119  0.22
H -0.846 -0.833 -3.666  0.19
H 0.610 -0.988 -2.661  0.21
H 1.153 -1.655 -0.756  0.23
C 2.039 -2.324 1.700  -0.43
H 2.591 -2.733 0.853  0.22
H 1.992 -3.084 2.482  0.21
C 2.827 -1.123 2.249  -0.21
N 3.158 -0.173 1.214  -0.63
C 4.306 -0.269 0.535  0.65
O 5.175 -1.086 0.764  -0.64
C 4.518 0.750 -0.594  -0.17
H 4.617 0.178 -1.525  0.22
H 5.452 1.283 -0.401  0.22
O 3.516 1.744 -0.744  -0.50
C 2.435 1.423 -1.454  0.83
O 2.244 0.334 -1.932  -0.63
C 1.522 2.616 -1.636  -0.50
H 1.599 2.932 -2.679  0.24
C 0.071 2.256 -1.319  -0.51
C -0.084 1.875 0.136  0.59
O 0.875 1.566 0.823  -0.60
C -1.426 1.898 0.678  -0.36
C -1.776 1.648 1.986  -0.16
C -3.155 1.740 2.211  -0.26
C -3.847 2.051 1.077  -0.37
S -2.831 2.241 -0.279  0.48
H -4.906 2.174 0.964  0.24
H -3.622 1.579 3.166  0.23
H -1.045 1.408 2.736  0.24
H -0.238 1.392 -1.914  0.26
H -0.593 3.087 -1.564  0.23
H 1.871 3.422 -0.990  0.24
H 2.446 0.501 0.963  0.44
H 3.770 -1.480 2.673  0.23
H 2.245 -0.609 3.017  0.20
H -0.163 -2.108 3.264  0.21
H -2.453 -1.488 2.564  0.22
H -4.470 -3.230 -0.048  0.21
H -2.991 -3.263 -1.010  0.21
H -4.563 -3.144 -1.814  0.21

Molecular formula: C22H28AsBrN3O2SSi2Ti
Method: DFT, ωB97M-V/def2-TZVPD

E_tot ... -212419.6097 eV
Energy relative to the best compared isomer or geometry (same formula, charge and spin) ... 62.2 kJ/mol
Strongest force on any atom ... 0.0185 hartree/bohr
E_LUMO ... -3.82 eV
Highest occupied orbital energy ... -10.42 eV
Net charge ... +1

Last column: natural (NBO) charge in e.
Geometry (Å):
Ti 0.272 -0.039 0.201  1.64
Br 0.775 5.284 -4.490  0.11
C 0.691 3.638 -3.585  -0.12
C 1.591 2.622 -3.910  -0.16
C 1.539 1.405 -3.261  -0.29
C 0.601 1.189 -2.251  0.40
O 0.583 0.007 -1.617  -0.74
C -0.328 2.205 -1.935  -0.22
C -1.474 1.943 -1.083  0.22
N -1.518 0.943 -0.287  -0.53
C -2.697 0.371 0.238  0.17
C -3.845 0.980 0.652  -0.21
C -4.953 0.186 1.033  -0.18
C -4.900 -1.178 0.953  -0.16
C -3.704 -1.826 0.551  -0.09
C -3.559 -3.226 0.406  -0.08
C -2.348 -3.740 0.037  -0.26
C -1.246 -2.875 -0.112  0.12
N -1.345 -1.566 0.003  -0.49
C -2.583 -1.041 0.263  0.15
C -0.275 3.424 -2.627  -0.15
H 2.324 2.789 -4.687  0.24
H 2.220 0.604 -3.517  0.24
H -2.353 2.577 -1.220  0.21
H -3.927 2.059 0.667  0.23
H -5.858 0.675 1.362  0.24
H -5.764 -1.777 1.205  0.23
H -4.407 -3.875 0.583  0.24
H -2.202 -4.802 -0.096  0.25
H -0.255 -3.272 -0.299  0.24
H -1.002 4.194 -2.404  0.24
C 0.650 -1.110 4.916  -1.13
Si 0.275 -2.314 3.538  1.45
C -1.578 -2.281 3.265  -1.12
C 0.817 -4.033 4.031  -1.13
As 1.410 -1.887 1.502  -0.60
Si 3.304 -0.666 2.198  1.42
C 3.709 0.331 0.633  -0.68
C 4.705 -1.871 2.454  -1.13
C 3.178 0.480 3.671  -1.14
H 0.051 -1.437 5.770  0.25
H 0.361 -0.088 4.675  0.24
H 1.693 -1.108 5.229  0.24
H -2.053 -2.536 4.215  0.25
H -1.906 -3.010 2.529  0.23
H -1.944 -1.295 2.977  0.23
H 0.400 -4.304 5.002  0.25
H 1.902 -4.106 4.102  0.25
H 0.490 -4.773 3.299  0.24
H 4.013 -0.399 -0.126  0.23
H 4.555 1.009 0.800  0.22
H 2.750 1.430 -0.865  0.40
H 4.751 -2.630 1.676  0.25
H 4.588 -2.379 3.411  0.25
H 5.663 -1.348 2.482  0.25
H 2.200 0.932 3.822  0.25
H 3.894 1.288 3.504  0.25
H 3.466 -0.039 4.585  0.24
O 0.516 1.262 1.447  -0.93
S 1.782 2.242 1.005  0.75
N 2.563 1.058 0.061  -0.81

What is the energy relative to the best compared isomer or geometry (same formula, charge and spin) in the third record?
15.5 kJ/mol